1.
Below is a molecular structure, C38H35BBrFInN7O6PS3Se2, with properties calculated with ωB97M-V/def2-TZVPD.

The geometry in ORCA input format:
```
! RIJCOSX wB97M-V def2-TZVPD def2/J DEFGRID3
* xyz -1 1
In -0.379 0.291 -0.568
Br 0.659 -4.155 -0.018
Se 2.661 -0.660 2.320
Se -1.026 -0.964 1.634
S 2.106 0.445 -1.086
S -1.568 1.658 -2.382
S -0.330 2.570 0.971
P 0.688 -0.817 3.040
F -3.080 -3.700 2.732
O -3.509 -1.084 -2.732
O -1.740 -6.152 2.470
O 4.787 2.545 -6.925
O -1.996 -1.431 -1.056
O -1.573 -5.618 -2.044
O 3.180 4.044 -6.814
N -1.675 -5.824 0.217
N 2.104 3.553 0.260
N -2.051 4.096 -1.211
N -3.465 2.555 -0.623
N 0.492 -2.202 -1.978
N 0.527 4.321 -1.031
N -2.715 -4.033 -0.835
C 1.670 2.122 -3.302
C 0.281 0.566 4.183
C -0.720 -2.982 4.234
C 0.764 3.512 0.019
C 2.090 2.695 -4.490
C 4.128 1.447 -4.391
C -1.956 -5.181 -0.976
C -1.340 1.786 5.490
C 2.476 1.197 -2.630
C 1.498 -3.853 5.655
C 3.835 2.962 -6.323
C 3.718 0.870 -3.205
C -3.097 -3.282 -2.034
C -2.946 4.659 -0.329
C 1.302 -4.313 -2.758
C 2.711 4.383 -0.656
C 1.733 4.852 -1.453
C -1.030 0.748 4.623
C 1.275 1.430 4.623
C 1.419 -3.817 -4.041
C -2.025 -5.458 1.515
C -2.736 -4.200 1.536
C 0.490 -2.298 4.111
C 0.295 -4.536 5.765
C 1.600 -2.743 4.827
C 2.812 2.859 1.325
C -0.344 2.654 5.921
C 3.323 2.375 -5.053
C 0.828 -3.456 -1.771
C -3.054 -3.559 0.410
C -0.816 -4.101 5.056
C -4.113 1.260 -0.487
C -2.856 -1.769 -1.939
C -3.824 3.706 0.048
C 0.598 -1.741 -3.235
C 0.962 2.474 5.488
C -2.372 2.802 -1.372
C 1.052 -2.503 -4.292
B -0.790 4.809 -1.774
H 2.291 1.284 4.276
H -2.867 5.692 -0.037
H -1.754 -4.640 5.118
H -2.498 -3.671 -2.850
H -2.364 1.925 5.820
H -1.590 -2.652 3.681
H 0.223 -5.412 6.401
H -1.810 0.085 4.272
H 0.715 2.405 -2.886
H 1.560 -5.333 -2.511
H 2.467 4.294 -6.218
H -5.184 1.412 -0.366
H 3.379 3.583 1.911
H -0.586 3.470 6.592
H 0.302 -0.710 -3.396
H 3.474 2.107 0.907
H 2.545 -2.227 4.714
H 1.779 5.521 -2.298
H -0.655 4.563 -2.951
H -4.662 3.735 0.724
H -3.593 -2.624 0.439
H 1.785 -4.452 -4.839
H 1.741 3.152 5.818
H 1.119 -2.074 -5.284
H -0.919 5.994 -1.547
H -3.922 0.669 -1.380
H 5.084 1.196 -4.834
H 4.347 0.149 -2.695
H 2.370 -4.193 6.204
H -3.723 0.732 0.384
H 1.412 3.399 -4.967
H -4.148 -3.435 -2.273
H 2.089 2.360 1.958
H -1.122 -6.661 0.128
H 3.777 4.541 -0.670
*
```

Results
- ΔE to the lowest compared entry with this formula, charge and spin: 13.22 kcal per mole
- E_HOMO: -5.5 eV
- Gap between HOMO and LUMO: 7.678 eV

***

2.
Below is a single C4H4N2O2S molecule, with properties calculated with ωB97M-V/def2-TZVPD.

The geometry in ORCA input format:
```
! RIJCOSX wB97M-V def2-TZVPD def2/J DEFGRID3
* xyz 0 1
S -0.762 0.851 -1.001
O 3.127 1.205 0.652
O 1.421 1.680 -0.547
N 2.003 1.011 0.306
N 2.155 -1.796 2.370
C -0.077 -0.191 0.143
C -2.373 -0.020 -1.107
C 1.714 -0.952 1.725
C 1.185 -0.066 0.769
H -0.499 -1.099 0.177
H -2.834 0.411 -2.041
H -2.906 0.198 -0.226
H -2.152 -1.232 -1.221
*
```

Results
- ΔE to the lowest compared entry with this formula, charge and spin: 121.91 kcal per mole
- E_HOMO: -9.6 eV
- Gap between HOMO and LUMO: 8.374 eV
- SMILES: CS/C=C(/C#N)[N+](=O)[O-]

***

3.
Below is 2 unconnected molecules or ions with the total composition C5H15NOS, with properties calculated with ωB97M-V/def2-TZVPD.

The geometry in ORCA input format:
```
! RIJCOSX wB97M-V def2-TZVPD def2/J DEFGRID3
* xyz 0 1
S -2.271 2.009 1.029
O 0.927 -0.975 -1.155
N 1.111 1.553 -1.138
C 1.762 -1.492 -0.164
C -0.150 2.127 -0.633
C -0.833 1.153 0.321
C 1.473 -2.972 0.019
C 0.099 -3.229 0.616
H 1.567 -3.460 -0.951
H 2.247 -3.380 0.673
H -2.759 0.970 1.718
H 2.818 -1.375 -0.448
H -1.130 0.255 -0.210
H -0.012 -2.826 1.624
H -0.140 0.883 1.115
H 1.610 -0.958 0.787
H 1.905 1.766 -0.540
H 1.026 0.042 -1.184
H -0.680 -2.825 -0.026
H -0.074 -4.304 0.685
H 0.050 3.070 -0.116
H -0.810 2.328 -1.475
H 1.321 1.886 -2.066
*
```

Results
- ΔE to the lowest compared entry with this formula, charge and spin: 13.43 kcal per mole
- E_HOMO: -9.1 eV
- Gap between HOMO and LUMO: 9.848 eV
- SMILES: CCCO.NCCS

***

4.
Below is a molecular structure, C26H24IrN3O10PSTe, with properties calculated with ωB97M-V/def2-TZVPD.

The geometry in ORCA input format:
```
! RIJCOSX wB97M-V def2-TZVPD def2/J DEFGRID3
* xyz -1 5
Ir -1.762 -1.613 0.821
Te 1.320 3.319 1.192
S -2.640 -0.631 -2.183
P 2.568 1.143 1.165
O 2.647 0.288 -0.051
O 4.025 1.494 1.768
O 1.961 0.419 2.436
O -3.300 -1.235 -3.322
O -5.723 -2.772 1.871
O -1.363 2.743 1.381
O -0.752 0.585 1.100
O -3.493 -2.932 1.627
O -3.500 0.014 -1.220
O -6.480 2.186 1.805
N -1.685 -1.650 -1.377
N 0.188 -2.288 0.350
N -3.278 -0.309 1.500
C -1.574 1.512 1.288
C -0.657 1.957 -4.572
C -1.419 0.563 -2.755
C 0.545 2.131 -3.903
C -4.150 1.849 1.486
C 2.032 -2.878 -2.791
C 0.615 0.297 4.441
C -0.207 -2.185 -3.299
C 0.748 1.574 -2.635
C -3.060 0.974 1.415
C 2.792 -2.887 -0.436
C 1.785 -2.771 -1.420
C -1.600 1.065 -4.019
C 4.924 2.015 0.796
C -5.412 1.380 1.699
C -4.597 -2.287 1.733
C 1.072 -2.526 -3.723
C 0.501 -2.398 -1.019
C -0.565 -2.130 -1.937
C -5.600 0.033 1.766
C 2.492 -2.676 0.884
C 1.839 0.881 3.789
C -4.498 -0.779 1.670
C 1.189 -2.349 1.235
C 6.071 1.109 0.511
C -0.247 0.812 -2.044
H 3.034 -3.166 -3.048
H 3.194 -2.731 1.661
H 0.392 0.877 5.342
H -0.228 0.333 3.707
H 5.859 0.151 0.025
H 5.335 2.967 1.178
H 0.757 -0.779 4.693
H -6.590 -0.444 1.871
H -4.013 2.949 1.442
H -0.956 -2.010 -4.072
H -0.855 2.433 -5.554
H -6.205 3.102 1.626
H 3.801 -3.163 -0.791
H 6.608 0.876 1.476
H 1.621 1.820 -2.065
H 1.719 1.956 3.783
H 1.229 -2.733 -4.786
H 2.830 0.590 4.276
H 6.803 1.663 -0.060
H 1.348 2.753 -4.336
H 0.880 -2.190 2.275
H -0.179 0.463 -1.050
H -2.554 0.959 -4.479
H 4.424 2.276 -0.139
*
```

Results
- ⟨S²⟩: 6.02
- ΔE to the lowest compared entry with this formula, charge and spin: 1.80 kcal per mole
- E_HOMO (alpha / beta): -4.4 / -5.3 eV
- Gap between HOMO and LUMO (alpha / beta): 6.517 / 6.310 eV

***

How do the records compare in molecular weight? In the order shown, they have 1195.4, 144.2, 137.2, 921.3 g mol⁻¹.